*1*
ORCA calculation (the ωB97M-V functional and the def2-TZVPD basis) on a single C3H5NO molecule.

Highest occupied orbital energy, hartree: -0.37309
SMILES: [H]/N=C1\O[C@@H]1C
HOMO-LUMO gap, eV: 11.19
Lowest unoccupied orbital energy, Ha: 0.0380

The geometry in ORCA input format:
```
! RIJCOSX wB97M-V def2-TZVPD def2/J DEFGRID3
* xyz 0 1
O -0.85384 1.16975 0.09171
N -0.97423 -0.08647 -2.01587
C -0.79390 0.20814 -0.83295
C 1.07928 -0.25864 0.86626
C -0.37403 -0.14869 0.49371
H -1.07607 -0.67064 1.13712
H 1.37078 -1.30607 0.85814
H -1.32121 0.65949 -2.61336
H 1.69501 0.28490 0.15380
H 1.24820 0.14824 1.86144
*
```

Atom charges from the natural (NBO) analysis, given in e for atoms 1 to 5: atom 1 (O): -0.47, atom 2 (N): -0.68, atom 3 (C): 0.55, atom 4 (C): -0.64, atom 5 (C): 0.01



*2*
ORCA calculation (the ωB97M-V functional and the def2-TZVPD basis) on 2 unconnected molecules or ions with the total composition C3H5NO.

Highest occupied orbital energy, hartree: -0.31945
HOMO-LUMO gap, eV: 9.68
Lowest unoccupied orbital energy, Ha: 0.0363

The geometry in ORCA input format:
```
! RIJCOSX wB97M-V def2-TZVPD def2/J DEFGRID3
* xyz 0 1
O 0.22778 -0.64472 2.43042
N 0.13856 -1.06882 -0.76794
C 0.28932 1.32399 -0.54159
C -0.69605 -0.85125 1.80320
C -0.42725 0.20348 -0.62810
H -0.16619 2.29739 -0.66238
H 1.14700 -1.03535 -0.66576
H 1.36955 1.27768 -0.41689
H -1.51649 0.22132 -0.64523
H -0.25468 -1.75338 -0.13067
*
```

Atom charges from the natural (NBO) analysis, given in e for atoms 1 to 5: atom 1 (O): -0.50, atom 2 (N): -0.81, atom 3 (C): -0.50, atom 4 (C): 0.49, atom 5 (C): -0.01



*3*
ORCA calculation (the ωB97M-V functional and the def2-TZVPD basis) on a single C3H5NO molecule.

Highest occupied orbital energy, hartree: -0.34674
SMILES: N/C=C/C=O
HOMO-LUMO gap, eV: 10.11
Lowest unoccupied orbital energy, Ha: 0.0248

The geometry in ORCA input format:
```
! RIJCOSX wB97M-V def2-TZVPD def2/J DEFGRID3
* xyz 0 1
O 0.83151 1.11498 2.54912
N -0.03900 -0.80387 -1.70168
C -0.17090 -0.32069 -0.41337
C 0.05059 0.79561 0.27336
C 0.27768 0.45939 1.68175
H 0.59504 1.62791 0.01897
H -0.93587 -1.12383 -2.04427
H -0.63456 -1.09509 0.11213
H -0.42769 -0.55349 1.82956
H 0.45319 -0.10093 -2.30556
*
```

Atom charges from the natural (NBO) analysis, given in e for atoms 1 to 5: atom 1 (O): -0.55, atom 2 (N): -0.79, atom 3 (C): 0.12, atom 4 (C): -0.43, atom 5 (C): 0.43



*4*
ORCA calculation (the ωB97M-V functional and the def2-TZVPD basis) on a single C3H5NO molecule.

Highest occupied orbital energy, hartree: -0.42199
SMILES: C[C@H](O)C#N
HOMO-LUMO gap, eV: 11.89
Lowest unoccupied orbital energy, Ha: 0.0148

The geometry in ORCA input format:
```
! RIJCOSX wB97M-V def2-TZVPD def2/J DEFGRID3
* xyz 0 1
O 0.58291 -1.37709 -0.36826
N -2.67607 -0.13521 -0.21150
C 0.63809 0.94137 -0.20720
C -0.09387 -0.29115 0.25012
C -1.51452 -0.29512 -0.09724
H 0.48627 -2.23964 0.26559
H 0.63527 1.00787 -1.29000
H 0.15405 1.81438 0.16403
H 0.06748 -0.27927 1.37722
H 1.72039 0.85386 0.11725
*
```

Atom charges from the natural (NBO) analysis, given in e for atoms 1 to 5: atom 1 (O): -0.70, atom 2 (N): -0.30, atom 3 (C): -0.60, atom 4 (C): -0.01, atom 5 (C): 0.25



Unit: kcal/mol. Relative energies: *1* 11.9; *2* 1.7; *3* 16.4; *4* 0.0.



*1*
ORCA calculation (the ωB97M-V functional and the def2-TZVPD basis) on a single C3H5NO molecule.

Highest occupied orbital energy, hartree: -0.42433
SMILES: C[C@@H](O)C#N
HOMO-LUMO gap, eV: 12.08
Lowest unoccupied orbital energy, Ha: 0.0197

The geometry in ORCA input format:
```
! RIJCOSX wB97M-V def2-TZVPD def2/J DEFGRID3
* xyz 0 1
O 0.94018 -1.08122 -0.81073
N 1.01462 2.20182 0.39715
C 0.90581 1.05086 0.34799
C -1.11292 0.00670 -0.12267
C 0.35624 -0.32286 0.22109
H 0.44842 -0.85129 1.18163
H -1.82147 -0.48761 0.54323
H -1.30007 -0.26532 -1.16388
H -1.22833 1.09019 -0.02641
H 1.84839 -1.30441 -0.56344
*
```

Atom charges from the natural (NBO) analysis, given in e for atoms 1 to 5: atom 1 (O): -0.69, atom 2 (N): -0.32, atom 3 (C): 0.24, atom 4 (C): -0.62, atom 5 (C): 0.01



*2*
ORCA calculation (the ωB97M-V functional and the def2-TZVPD basis) on a single C3H5NO molecule.

Highest occupied orbital energy, hartree: -0.36573
SMILES: [H]/N=C\OC=C
HOMO-LUMO gap, eV: 10.97
Lowest unoccupied orbital energy, Ha: 0.0372

The geometry in ORCA input format:
```
! RIJCOSX wB97M-V def2-TZVPD def2/J DEFGRID3
* xyz 0 1
O 0.73846 1.06609 0.01139
N 1.39452 -1.21453 -0.27857
C -0.53473 0.70998 0.52683
C 1.45832 0.02862 -0.44029
C -1.48772 -0.01790 -0.03616
H 2.30790 0.42156 -0.99380
H 0.61526 -1.58146 0.26157
H -2.45788 -0.07118 0.42740
H -0.70114 1.28463 1.42866
H -1.33299 -0.62582 -0.90705
*
```

Atom charges from the natural (NBO) analysis, given in e for atoms 1 to 5: atom 1 (O): -0.50, atom 2 (N): -0.70, atom 3 (C): 0.11, atom 4 (C): 0.41, atom 5 (C): -0.46



Unit: kcal/mol. Relative energies: *1* 0.0; *2* 13.8.



*1*
ORCA calculation (the ωB97M-V functional and the def2-TZVPD basis) on a single C3H5NO molecule.

Highest occupied orbital energy, hartree: -0.36764
SMILES: C=CC(N)=O
HOMO-LUMO gap, eV: 10.89
Lowest unoccupied orbital energy, Ha: 0.0327

The geometry in ORCA input format:
```
! RIJCOSX wB97M-V def2-TZVPD def2/J DEFGRID3
* xyz 0 1
O 0.78172 -1.37862 -0.79945
N 1.69091 0.60488 -0.26297
C 0.64629 -0.27253 -0.31659
C -0.65114 0.26843 0.18373
C -1.72178 -0.49720 0.21374
H -1.67106 -1.50815 -0.16224
H -2.66083 -0.12751 0.57805
H 1.66656 1.44339 0.36377
H -0.72409 1.29340 0.54752
H 2.64342 0.17392 -0.34556
*
```

Atom charges from the natural (NBO) analysis, given in e for atoms 1 to 5: atom 1 (O): -0.60, atom 2 (N): -0.82, atom 3 (C): 0.63, atom 4 (C): -0.32, atom 5 (C): -0.29



*2*
ORCA calculation (the ωB97M-V functional and the def2-TZVPD basis) on 2 unconnected molecules or ions with the total composition C3H5NO.

Highest occupied orbital energy (spin up / spin down), hartree: -0.34841 / -0.34836
SMILES: C#CC.N=O
HOMO-LUMO gap (spin up / spin down), eV: 9.20 / 9.20
Lowest unoccupied orbital energy (spin up / spin down), Ha: -0.0103 / -0.0103

The geometry in ORCA input format:
```
! RIJCOSX wB97M-V def2-TZVPD def2/J DEFGRID3
* xyz 0 1
O 1.48360 -0.44683 -0.30176
N 2.50083 -0.51911 0.37718
C -0.77670 0.40496 0.29314
C -1.47593 -0.43040 -0.68090
C -0.27015 1.21333 1.02101
H -2.52087 -0.37429 -0.43163
H 0.07668 1.58898 1.90085
H -1.08133 -1.41870 -0.41842
H 3.23473 0.11095 -0.11276
H -1.17086 -0.12889 -1.64672
*
```

Atom charges from the natural (NBO) analysis, given in e for atoms 1 to 5: atom 1 (O): -0.25, atom 2 (N): -0.01, atom 3 (C): 0.05, atom 4 (C): -0.69, atom 5 (C): -0.29



*3*
ORCA calculation (the ωB97M-V functional and the def2-TZVPD basis) on a molecular structure, C3H5NO.

Highest occupied orbital energy, hartree: -0.34510
HOMO-LUMO gap, eV: 9.35
Lowest unoccupied orbital energy, Ha: -0.0015

The geometry in ORCA input format:
```
! RIJCOSX wB97M-V def2-TZVPD def2/J DEFGRID3
* xyz 0 1
O -1.83245 -0.83974 0.59219
N -0.34637 -0.47496 -1.13972
C 0.47514 -0.00915 0.94836
C -0.73370 -0.55460 0.18776
C 0.97857 0.77758 -0.24667
H 1.16600 -0.79039 1.27975
H -1.06621 -0.33542 -1.84569
H 0.47308 1.75239 -0.32184
H 0.12343 0.57044 1.80474
H 0.76250 -0.09616 -1.25888
*
```

Atom charges from the natural (NBO) analysis, given in e for atoms 1 to 5: atom 1 (O): -0.56, atom 2 (N): -0.76, atom 3 (C): -0.60, atom 4 (C): 0.69, atom 5 (C): -0.19



*4*
ORCA calculation (the ωB97M-V functional and the def2-TZVPD basis) on a single C3H5NO molecule.

Highest occupied orbital energy, hartree: -0.35672
SMILES: O=CN1CC1
HOMO-LUMO gap, eV: 10.58
Lowest unoccupied orbital energy, Ha: 0.0321

The geometry in ORCA input format:
```
! RIJCOSX wB97M-V def2-TZVPD def2/J DEFGRID3
* xyz 0 1
O -2.05238 0.31897 0.02046
N 0.17250 -0.05874 -0.11046
C -1.14164 -0.41576 0.02578
C 1.26356 0.89573 0.02251
C 1.50449 -0.66110 0.03528
H 1.88301 -1.30562 0.87631
H 1.89142 -1.02594 -0.82940
H -1.27379 -1.50871 -0.07003
H 1.37377 1.38853 1.07921
H 1.57858 1.39798 -0.94797
*
```

Atom charges from the natural (NBO) analysis, given in e for atoms 1 to 5: atom 1 (O): -0.57, atom 2 (N): -0.47, atom 3 (C): 0.55, atom 4 (C): -0.22, atom 5 (C): -0.23



Unit: kcal/mol. Relative energies: *1* 0.0; *2* 118.2; *3* 87.1; *4* 46.5.